DFT (ωB97M-V with the def2-TZVPD basis set) results for a molecular structure, C37H71F13INO5Si2 in a non-equilibrium geometry.

The geometry in XYZ format:
```
130
Properties=species:S:1:pos:R:3:forces:R:3
C -9.7352 -3.1712 -6.7356 0.058 0.013 -0.058
C -10.3888 -1.8333 -6.3845 -0.071 -0.011 -0.041
C -9.4262 -0.6624 -6.1505 0.051 0.045 -0.093
C -8.2702 -0.9649 -5.1853 -0.037 0.035 0.098
C -6.9730 -1.4245 -5.8713 0.027 -0.119 -0.048
C -5.9638 -0.2951 -6.1612 -0.055 0.161 -0.041
C -4.6573 -0.3501 -5.3505 -0.019 0.010 0.102
C -3.4330 0.0606 -6.1615 0.045 0.003 -0.082
C -2.1460 0.1016 -5.3467 -0.025 -0.013 0.068
C -0.8914 0.3461 -6.1892 -0.022 0.010 0.014
C 0.2734 0.8866 -5.3573 -0.009 0.050 0.101
C 1.6647 0.6219 -5.9414 0.016 0.044 -0.080
C 2.7849 0.5781 -4.8862 0.015 -0.010 0.057
C 3.4931 -0.7737 -4.8444 -0.081 -0.073 -0.047
C 4.7028 -0.8537 -3.9012 0.094 0.095 -0.108
Si 4.4609 -0.5495 -2.0835 0.185 0.070 0.091
C 3.6719 1.0735 -1.5498 -0.034 -0.142 0.203
C 4.3313 2.2543 -2.1868 -0.902 0.001 0.703
O 5.2097 2.2322 -2.9591 1.026 -0.078 -0.867
I 3.4772 4.1417 -1.5955 -0.121 0.256 0.094
O 3.6038 -1.7750 -1.3817 -0.165 0.097 -0.221
Si 2.0479 -2.2108 -1.6707 -0.139 0.027 -0.111
C 1.9593 -3.9054 -2.4772 0.067 -0.157 0.051
N 1.1343 -4.9464 -1.8687 -0.054 -0.053 -0.046
C -0.2462 -4.9491 -2.3268 -0.096 0.067 0.049
C 1.1564 -2.2759 0.0448 -0.016 0.173 -0.001
F -0.1394 -2.6813 -0.1346 -0.191 0.008 -0.064
F 1.7501 -3.2102 0.8337 0.135 -0.232 0.165
C 1.1241 -0.9491 0.8287 -0.173 -0.115 -0.013
F 2.3580 -0.7389 1.3133 0.230 0.057 0.144
F 0.8521 0.0569 -0.0330 -0.068 0.145 -0.129
C 0.1432 -0.8365 2.0352 0.063 -0.110 -0.133
F 0.4183 -1.8505 2.8718 -0.052 0.019 0.124
F 0.4363 0.3204 2.6501 0.012 0.070 -0.031
C -1.4032 -0.8420 1.7355 -0.267 0.018 -0.088
F -1.9188 -2.0520 1.9816 0.156 0.506 -0.123
F -1.6645 -0.5127 0.4603 0.038 -0.069 0.522
F -2.0089 0.0544 2.5312 0.180 -0.471 -0.324
C 6.1758 -0.5890 -1.1627 -0.131 -0.039 -0.131
F 6.4938 0.6665 -0.7217 0.081 0.091 0.055
F 6.0410 -1.3700 -0.0561 -0.056 -0.208 0.310
C 7.3629 -1.1485 -1.9467 -0.348 -0.294 -0.154
F 7.7752 -0.2188 -2.8274 0.087 0.295 -0.383
F 8.3951 -1.4499 -1.1433 0.288 0.033 0.364
H -10.4324 -3.9997 -6.5946 -0.012 0.067 -0.057
H -8.8599 -3.3787 -6.1155 -0.099 0.000 0.004
H -9.4119 -3.1889 -7.7807 0.054 0.010 0.085
H -11.0674 -1.5558 -7.1982 -0.050 -0.025 0.118
H -11.0185 -1.9558 -5.4961 0.128 -0.012 0.003
H -9.0181 -0.3282 -7.1134 0.026 -0.019 0.085
H -10.0095 0.1786 -5.7636 -0.004 -0.045 -0.066
H -8.0567 -0.0645 -4.5992 0.039 -0.102 0.015
H -8.5966 -1.7219 -4.4630 -0.027 0.062 -0.046
H -7.2277 -1.9179 -6.8144 -0.009 -0.005 0.105
H -6.4916 -2.1927 -5.2563 0.014 0.080 -0.041
H -6.4562 0.6649 -5.9690 0.064 -0.021 -0.118
H -5.7062 -0.2852 -7.2255 -0.018 -0.082 0.062
H -4.5067 -1.3652 -4.9636 0.037 0.066 -0.056
H -4.7269 0.3043 -4.4733 -0.041 -0.109 0.000
H -3.6014 1.0501 -6.6056 -0.009 -0.076 -0.011
H -3.3117 -0.6395 -6.9988 -0.012 0.068 0.029
H -2.0372 -0.8472 -4.8048 0.036 0.098 0.024
H -2.2277 0.8837 -4.5807 -0.021 -0.038 -0.062
H -1.1389 1.0425 -6.9983 0.105 -0.043 0.004
H -0.5824 -0.5928 -6.6632 -0.098 0.053 -0.035
H 0.2194 0.4479 -4.3510 0.011 -0.074 -0.106
H 0.1384 1.9655 -5.2189 0.007 -0.080 0.127
H 1.9071 1.3897 -6.6817 -0.095 -0.121 -0.064
H 1.6411 -0.3327 -6.4812 0.035 0.056 0.043
H 3.5308 1.3567 -5.0718 -0.066 -0.008 0.051
H 2.3397 0.7829 -3.9059 0.093 0.068 -0.056
H 3.8254 -1.0142 -5.8606 0.006 -0.021 0.092
H 2.7623 -1.5513 -4.5834 0.013 0.035 -0.025
H 5.4759 -0.1430 -4.2211 -0.067 -0.069 -0.032
H 5.1445 -1.8553 -3.9975 0.040 0.086 0.072
H 2.5986 1.1195 -1.7543 0.061 -0.022 0.002
H 3.7588 1.1661 -0.4599 0.017 0.046 -0.083
H 1.3873 -1.1376 -2.4515 -0.030 -0.030 0.033
H 3.0001 -4.2495 -2.5557 -0.071 0.019 -0.006
H 1.6131 -3.7605 -3.5069 0.083 -0.035 0.028
H 1.1729 -4.9277 -0.8593 0.047 0.043 -0.043
H -0.3127 -5.3841 -3.3283 0.050 0.035 0.051
H -0.7056 -3.9488 -2.3625 0.015 -0.059 0.036
H -0.8437 -5.5645 -1.6530 0.022 0.012 -0.076
H 7.0794 -2.0557 -2.4891 0.021 -0.015 0.008
C -0.3244 0.9774 5.6561 0.033 0.023 0.057
C -0.6452 0.9407 7.1404 -0.030 -0.047 -0.012
O 0.1698 1.7814 7.9384 -0.013 0.016 0.000
C 0.1108 3.1654 7.6364 0.024 0.020 -0.006
C -1.2697 3.7772 7.8037 -0.036 -0.047 0.020
H 0.7204 0.7171 5.4823 -0.006 0.002 -0.010
H -0.9550 0.2593 5.1297 0.019 -0.006 0.016
H -0.5109 1.9589 5.2182 -0.028 -0.012 -0.017
H -0.4715 -0.0626 7.5304 -0.010 0.004 0.005
H -1.7060 1.1668 7.3010 0.002 0.014 -0.020
H 0.4897 3.3571 6.6261 -0.012 -0.021 -0.006
H 0.8101 3.6287 8.3326 -0.004 0.010 -0.007
H -1.9952 3.3444 7.1132 0.001 0.022 -0.017
H -1.2295 4.8489 7.6051 0.025 0.008 0.019
H -1.6347 3.6266 8.8211 -0.002 0.006 -0.002
C 9.2549 0.2111 3.6815 0.021 -0.024 -0.017
C 10.2395 1.2742 3.2242 0.012 0.019 0.027
O 11.1176 0.8509 2.1967 -0.010 0.006 0.000
C 10.4992 0.4324 0.9907 0.005 -0.049 -0.066
C 9.6572 1.4997 0.3150 0.005 0.063 0.037
H 9.7828 -0.6850 4.0103 -0.006 -0.004 -0.007
H 8.6665 0.5928 4.5172 0.011 -0.004 0.014
H 8.5584 -0.0717 2.8912 -0.013 0.021 0.003
H 10.8976 1.5500 4.0488 -0.023 0.008 0.010
H 9.7014 2.1815 2.9255 0.004 -0.011 -0.027
H 9.9024 -0.4718 1.1548 -0.017 0.019 0.028
H 11.3279 0.1504 0.3403 -0.005 -0.006 0.004
H 8.8044 1.7999 0.9255 -0.019 -0.035 -0.016
H 9.2632 1.1145 -0.6254 0.024 0.011 -0.017
H 10.2550 2.3879 0.1050 0.006 -0.004 0.007
C -5.6566 3.9331 11.4678 -0.001 0.007 -0.035
C -6.0581 2.4852 11.2445 -0.027 -0.012 0.022
O -6.0032 2.0687 9.8913 0.001 -0.003 0.004
C -4.7331 2.1495 9.2691 0.029 0.023 -0.055
C -3.6545 1.3112 9.9319 -0.020 -0.044 0.036
H -6.2727 4.6001 10.8634 0.009 0.002 -0.003
H -5.7932 4.1927 12.5184 -0.017 0.005 0.001
H -4.6099 4.1132 11.2189 0.005 -0.010 0.022
H -7.1000 2.3408 11.5310 0.010 0.005 0.024
H -5.4561 1.8242 11.8787 0.017 -0.001 -0.026
H -4.4050 3.1933 9.1923 -0.015 0.001 0.025
H -4.9053 1.7955 8.2519 0.021 0.006 -0.002
H -3.4345 1.6469 10.9462 0.013 0.029 -0.014
H -2.7298 1.3812 9.3577 0.010 -0.013 0.006
H -3.9538 0.2631 9.9780 -0.006 0.006 0.002
```
Positions in Å, forces in eV/Å.

For the frontier orbital gap, the calculation gives 9.392 eV. For the total energy, the calculation gives -110433.7406 eV. As for the maximum force: 1.346 eV/A. The calculation puts the energy relative to the best compared isomer or geometry (same formula, charge and spin) at 0.000 eV. As for the spin multiplicity: 1.

Atomic partial charges in e from the Löwdin method, atoms 1 to 4: -0.1143, -0.2649, -0.2233, -0.2184